1.
C62H70AsCl2MnN4O6PS as an isolated structure, computed with ωB97M-V with the def2-TZVPD basis set.

Properties
Molecular weight: 1231.07 g/mol
HOMO level (alpha / beta): -1.2 / -1.3 eV
⟨S²⟩: 8.75
Charge: -2
LUMO level (alpha / beta): 0.135 / 0.135 Ha
Gap between HOMO and LUMO (alpha / beta): 4.92 / 4.98 eV
2S+1: 6
ΔE to the lowest compared entry with this formula, charge and spin: 0.0000 eV

Structure (XYZ):
```
148
Properties=species:S:1:pos:R:3:forces:R:3
As -2.828 -1.261 1.424 0.006 -0.144 0.005
Mn 0.728 -0.312 0.916 0.071 -0.405 0.746
Cl 1.409 4.448 -0.850 0.024 0.034 0.062
Cl 6.693 3.656 -0.421 -0.012 -0.003 0.006
S -3.714 5.333 -4.348 -0.015 0.022 0.065
P -0.687 0.661 -3.567 -0.045 0.124 0.057
O -3.134 6.653 -4.144 -0.012 0.008 -0.014
O -0.462 0.244 -2.157 -0.151 -0.134 -0.200
O -1.293 -1.110 0.855 0.085 0.332 -0.288
O 1.202 1.565 0.072 -0.230 0.054 0.036
O -3.012 4.549 -5.367 -0.023 0.001 -0.041
O -5.164 5.321 -4.495 0.000 -0.010 -0.019
N -2.499 1.763 0.279 -0.214 -0.039 0.336
N 1.498 -2.351 1.375 0.029 -0.039 -0.064
N 0.468 -0.142 3.183 0.170 0.175 -0.087
N 3.238 0.015 0.812 -0.069 0.008 -0.025
C -2.804 2.764 -0.674 0.077 -0.116 -0.128
C -3.105 -3.093 1.952 0.037 0.004 0.004
C -4.416 3.886 -2.074 -0.001 0.001 -0.021
C -0.370 1.953 4.100 -0.016 0.059 -0.046
C -5.153 0.990 -4.494 0.007 0.012 -0.003
C 1.047 -0.539 -5.461 0.004 0.026 -0.035
C -0.165 3.147 -4.850 -0.023 -0.027 -0.004
C 2.151 -1.419 -1.914 0.104 -0.036 0.031
C -0.831 2.717 5.159 -0.018 -0.023 -0.011
C -0.348 -1.476 5.949 0.145 0.055 0.040
C -4.124 3.065 -0.989 -0.013 0.022 0.013
C -4.245 1.376 -5.471 0.006 -0.008 0.014
C 5.067 3.030 -0.239 0.016 -0.004 -0.004
C -1.022 -1.676 -5.045 -0.001 -0.045 0.057
C -0.771 0.837 6.580 -0.055 -0.028 -0.021
C 0.145 -2.955 -1.533 -0.043 -0.016 0.032
C 3.533 1.252 0.357 0.015 -0.014 -0.040
C 2.438 3.174 -3.857 -0.011 0.005 -0.006
C -3.342 0.493 -2.994 -0.063 0.023 0.013
C -3.394 4.434 -2.832 -0.029 -0.019 -0.007
C 3.347 -5.538 1.170 0.013 0.020 -0.016
C -4.211 -0.993 0.115 0.035 -0.040 -0.063
C 3.328 -4.518 -0.954 -0.025 0.017 0.002
C -2.076 4.206 -2.454 -0.002 -0.021 -0.033
C 2.002 4.187 -4.700 0.010 0.003 -0.003
C -4.703 0.537 -3.264 -0.006 0.008 0.033
C -1.014 2.185 6.425 0.013 -0.019 -0.017
C 0.587 -2.633 -6.551 0.008 0.010 0.001
C 0.700 4.182 -5.180 0.009 0.009 0.008
C 1.539 -5.187 2.802 0.001 -0.011 -0.014
C 0.275 2.119 -4.020 0.067 0.002 0.007
C 4.003 3.821 -0.558 0.013 0.006 -0.004
C -0.067 2.677 2.809 0.145 0.009 0.061
C 2.382 2.056 -0.011 -0.010 -0.034 -0.025
C 0.056 -4.858 2.642 0.001 0.013 -0.020
C -1.779 3.363 -1.399 0.025 -0.040 -0.018
C 1.664 -2.846 -1.669 -0.014 -0.026 0.014
C -1.053 -2.403 4.968 -0.020 -0.022 -0.090
C 2.367 -3.604 -0.553 0.019 0.026 -0.071
C 2.370 -4.656 1.627 0.001 0.026 0.019
C -0.344 0.002 5.543 -0.074 0.004 0.063
C 2.042 -3.488 0.841 -0.014 0.033 0.107
C 2.688 3.348 -0.447 -0.007 0.002 0.005
C -0.992 3.857 2.514 0.041 0.036 0.006
C 1.573 2.150 -3.505 -0.010 -0.005 0.008
C 1.001 -2.022 6.438 0.024 -0.141 0.072
C 1.876 -2.094 2.701 -0.122 -0.100 0.028
C 4.863 1.712 0.231 0.007 0.005 0.004
C -2.886 1.295 -5.219 -0.004 -0.016 0.004
C -2.431 0.875 -3.971 0.045 0.023 -0.050
C -0.053 0.564 4.252 -0.024 -0.126 -0.030
C 3.911 -5.436 -0.087 0.017 -0.014 0.018
C -3.265 -0.180 2.956 0.054 0.055 -0.011
C 1.435 -1.092 3.495 -0.011 0.025 0.037
C -0.642 -2.692 -5.908 0.005 0.005 -0.003
C 4.210 -0.810 1.104 0.012 0.001 -0.033
C 5.566 -0.448 0.999 0.005 -0.016 0.003
C 1.395 3.140 2.848 0.008 -0.011 -0.045
C -0.179 -0.592 -4.804 0.016 -0.017 0.022
C 5.891 0.809 0.577 -0.005 0.000 -0.008
C 1.429 -1.554 -6.329 0.001 -0.008 0.011
C 2.047 -4.924 4.225 -0.012 0.023 -0.079
H 2.720 -2.664 3.084 0.026 -0.029 0.005
H -2.839 1.982 1.206 0.055 0.145 -0.036
H -2.037 3.623 2.736 -0.011 -0.009 -0.013
H 1.659 -2.308 5.621 -0.087 -0.007 0.176
H -3.799 0.717 2.650 -0.001 -0.022 -0.026
H -1.983 -1.728 -4.547 -0.004 0.015 0.005
H -0.240 -2.412 -0.671 0.044 0.018 0.000
H 2.388 -1.500 -6.828 -0.001 -0.002 -0.003
H 6.331 -1.169 1.256 -0.005 -0.005 -0.005
H -1.307 -3.530 -6.077 0.001 -0.001 -0.001
H 0.886 -3.427 -7.226 0.000 -0.001 0.001
H 1.515 -1.269 7.038 -0.010 -0.002 0.038
H -4.048 -1.700 -0.699 -0.013 0.015 -0.010
H -0.155 1.974 1.989 -0.025 -0.112 -0.099
H -4.168 -3.288 2.094 0.008 0.005 0.012
H 3.438 3.197 -3.441 0.002 0.001 0.000
H 6.923 1.123 0.494 0.000 0.003 -0.004
H -0.919 4.132 1.462 0.031 0.028 -0.059
H -5.176 -1.184 0.585 -0.008 -0.001 0.000
H 1.811 -3.918 4.553 0.005 0.009 0.008
H 1.885 1.384 -2.803 0.013 -0.022 -0.006
H 1.610 -6.273 2.678 0.004 0.000 -0.004
H 3.616 -6.374 1.813 -0.003 0.002 -0.001
H 1.567 3.733 3.751 -0.013 0.017 -0.005
H -1.191 3.209 -5.191 0.024 0.033 0.028
H -2.707 -3.725 1.159 -0.009 0.007 -0.017
H 3.922 -1.804 1.419 0.030 0.015 0.015
H 0.842 -2.907 7.062 -0.015 -0.018 0.003
H -0.133 -4.006 -1.411 -0.004 -0.010 -0.039
H 1.640 3.754 1.981 -0.016 -0.020 -0.019
H -0.105 -3.784 2.574 0.008 -0.002 0.017
H -2.337 0.092 3.458 -0.008 -0.011 0.028
H 1.926 -3.400 -2.578 0.010 -0.006 0.002
H -1.363 2.793 7.251 0.014 0.004 0.000
H -4.928 2.597 -0.427 -0.004 0.000 -0.005
H -0.752 3.126 -1.147 -0.058 -0.010 0.002
H -2.558 -3.296 2.868 0.038 -0.018 0.054
H -5.416 0.249 -2.500 0.003 0.000 0.021
H -4.593 1.767 -6.417 0.001 0.009 0.002
H -1.030 3.769 4.991 0.003 -0.008 0.012
H 3.130 -5.061 4.278 -0.007 -0.005 0.003
H -2.186 1.573 -5.996 -0.022 -0.006 0.003
H 3.609 -4.523 -2.004 0.004 0.002 0.002
H 2.070 2.280 2.871 -0.030 0.012 0.019
H -5.439 4.077 -2.372 -0.001 -0.005 -0.001
H 1.581 -5.626 4.924 -0.014 0.017 -0.010
H 1.806 -0.716 -1.160 -0.007 0.051 -0.067
H -0.353 -2.560 -2.418 -0.010 0.067 -0.046
H -0.960 0.382 7.549 0.003 -0.005 0.005
H 0.330 4.998 -5.788 -0.004 -0.006 0.001
H -2.114 -2.146 4.926 -0.058 0.023 -0.037
H 1.784 -1.060 -2.876 -0.016 0.001 0.045
H 1.711 0.300 -5.301 -0.007 0.001 0.012
H -4.150 0.026 -0.257 -0.010 0.009 0.045
H 3.243 -1.386 -1.920 0.014 -0.005 0.006
H -3.893 -0.762 3.629 -0.007 -0.010 0.022
H -0.521 -5.254 3.484 -0.005 0.011 0.004
H -1.280 4.676 -3.015 0.040 -0.009 -0.018
H -2.960 0.176 -2.031 0.037 0.027 -0.029
H -0.984 -1.492 6.839 0.034 0.034 0.047
H -0.721 4.740 3.100 -0.019 -0.023 -0.001
H -0.636 -2.335 3.967 0.049 0.027 -0.031
H -6.216 1.066 -4.688 0.000 0.001 -0.003
H 4.681 -6.121 -0.422 0.000 0.001 -0.002
H 1.969 -0.965 4.436 -0.036 0.118 -0.215
H -0.327 -5.303 1.720 0.006 0.007 0.003
H 4.164 4.831 -0.909 -0.010 0.003 0.001
H -1.509 1.558 0.338 0.045 0.105 -0.173
H 2.669 5.001 -4.958 0.006 -0.001 0.004
H -0.975 -3.442 5.303 0.010 0.001 -0.020
```
Positions in Å, forces in eV/Å.

=====

2.
An isolated molecule of C8H19NO, computed with ωB97M-V with the def2-TZVPD basis set.

Properties
Molecular weight: 145.25 g/mol
HOMO level: -8.9 eV
SMILES: CC(C)(C)C(C)(C)CNO
LUMO level: 0.029 Ha
Gap between HOMO and LUMO: 9.71 eV
ΔE to the lowest compared entry with this formula, charge and spin: 2.1973 eV

Structure (XYZ):
```
29
Properties=species:S:1:pos:R:3:forces:R:3
O 3.391 0.258 0.677 -0.407 0.020 0.094
N 2.799 -0.288 -0.510 -0.566 -0.613 -0.080
C 0.148 0.947 -1.671 -0.014 -0.131 0.221
C -1.083 -0.357 0.231 0.522 0.714 -0.344
C -1.377 -1.644 -0.546 0.126 0.156 0.054
C 0.728 1.472 0.689 -0.041 -0.132 -0.093
C 1.370 -0.743 -0.298 1.658 0.776 -0.145
C -2.259 0.600 0.004 0.093 -0.122 0.057
C 0.309 0.356 -0.268 -1.142 -0.760 0.528
C -1.049 -0.700 1.724 0.121 0.067 -0.194
H -1.938 -1.273 1.989 -0.097 -0.002 -0.022
H -1.038 0.196 2.338 0.045 0.077 0.104
H 1.588 2.005 0.287 0.079 0.006 0.013
H -0.521 1.803 -1.658 -0.053 0.078 -0.050
H -0.066 2.203 0.818 -0.131 0.048 0.050
H 1.109 1.296 -2.048 0.082 0.071 -0.031
H -2.086 1.570 0.463 0.025 0.142 0.004
H -2.387 -1.986 -0.318 -0.066 -0.001 0.042
H 1.019 1.075 1.657 0.007 0.049 0.111
H 2.827 0.480 -1.178 -0.007 -0.091 0.255
H 1.196 -1.422 -1.135 -0.082 -0.070 0.116
H 1.399 -1.307 0.634 -0.084 -0.083 -0.081
H -0.190 -1.315 1.984 0.129 -0.026 0.085
H -1.323 -1.487 -1.620 0.018 -0.039 -0.140
H -2.459 0.741 -1.055 -0.043 0.060 -0.112
H 3.978 -0.437 1.003 -0.096 0.039 -0.327
H -0.695 -2.445 -0.273 0.089 -0.115 -0.022
H -3.160 0.189 0.459 -0.077 -0.063 0.007
H -0.229 0.214 -2.380 -0.088 -0.057 -0.103
```
Positions in Å, forces in eV/Å.

=====

3.
A 11-piece molecular cluster, C22H71N5O11 overall, computed with ωB97M-V with the def2-TZVPD basis set.

Properties
Molecular weight: 581.83 g/mol
HOMO level: -8.7 eV
SMILES: COC[C@H](C)N.COC[C@H](C)N.COC[C@H](C)N.COC[C@H](C)N.COC[C@H](C)N.CO.CO.O.O.O.O
LUMO level: 0.010 Ha
Gap between HOMO and LUMO: 8.97 eV
ΔE to the lowest compared entry with this formula, charge and spin: 2.6214 eV

Structure (XYZ):
```
109
Properties=species:S:1:pos:R:3:forces:R:3
O 11.703 11.570 7.039 -0.849 0.557 -0.503
O 8.664 13.837 9.855 0.625 0.746 -0.652
O 10.976 15.418 8.800 0.005 -0.190 -0.645
O 16.880 12.181 9.886 0.718 0.583 1.067
O 8.436 15.072 12.452 -0.081 -0.474 -0.347
O 10.231 7.539 13.240 0.419 1.006 0.526
O 11.900 9.813 11.873 0.028 0.502 0.024
O 11.735 12.530 12.979 0.908 -1.581 -1.289
O 14.159 15.237 16.377 -0.629 -0.755 1.080
O 9.634 13.203 14.820 -0.093 0.519 -0.303
O 13.827 10.669 16.331 -0.416 0.773 0.496
N 7.567 7.062 15.780 -1.794 0.960 0.261
N 13.757 7.894 16.570 -0.088 -0.475 -0.484
N 13.768 9.963 8.341 -1.905 -1.531 -0.128
N 16.071 9.686 10.693 -1.427 0.126 -1.440
N 16.801 14.453 17.401 -0.652 -0.551 -1.225
C 12.831 13.378 12.830 0.737 0.879 0.451
C 12.051 15.490 9.746 -0.422 0.186 -0.854
C 16.255 13.439 15.147 -0.857 1.171 0.768
C 16.471 10.344 13.051 1.352 -2.431 -0.567
C 8.192 7.685 14.616 0.190 -0.868 -0.700
C 14.089 12.311 8.254 3.106 -2.438 -0.491
C 10.392 11.778 6.547 0.592 0.800 -0.826
C 16.429 14.763 15.970 1.958 -1.605 1.522
C 15.326 15.748 15.892 1.460 1.495 -2.268
C 9.575 7.085 14.429 1.040 2.151 0.088
C 16.114 10.769 11.630 -0.014 0.801 1.652
C 11.693 11.390 8.421 1.061 -0.141 0.328
C 17.169 11.764 11.221 -0.986 0.512 -0.190
C 8.261 9.180 14.609 0.402 0.366 2.011
C 13.063 16.099 16.244 -0.079 -0.387 -0.606
C 14.212 8.586 15.352 0.098 -0.498 0.490
C 18.038 12.783 9.367 -0.347 -0.055 -1.580
C 9.585 7.266 12.024 -0.190 -0.008 0.142
C 14.107 7.594 14.202 -1.015 -0.227 1.737
C 12.800 11.448 16.991 0.143 -1.248 -1.718
C 13.199 11.212 8.805 -1.743 0.560 2.290
C 13.399 9.831 15.303 -0.570 0.389 -1.772
H 13.407 11.951 17.709 -0.290 0.862 0.681
H 15.137 11.309 11.777 0.481 -0.193 -0.556
H 18.168 11.330 11.217 0.075 -0.337 0.241
H 10.274 7.304 15.286 -0.661 -0.130 -0.812
H 14.342 12.095 7.169 -0.898 0.661 0.956
H 15.910 14.471 17.865 -0.165 -0.133 0.814
H 8.444 14.603 11.583 0.125 0.328 0.422
H 12.081 10.739 17.451 0.186 0.539 -0.039
H 8.832 9.442 15.521 0.047 0.058 -0.232
H 8.982 13.779 14.373 0.312 -0.339 0.056
H 15.680 10.116 9.789 0.670 -1.358 1.519
H 13.061 7.313 14.047 0.199 -0.048 -0.320
H 8.539 7.538 12.017 -0.427 0.265 0.099
H 12.422 14.494 9.973 0.281 -0.022 0.014
H 18.863 12.112 9.478 0.814 -0.582 0.271
H 13.433 13.477 13.790 -0.630 0.076 -1.130
H 9.966 12.780 6.785 0.454 -0.314 0.247
H 7.962 7.472 16.628 -0.149 -0.148 -0.082
H 7.545 15.427 12.516 0.010 0.067 0.013
H 16.244 13.684 14.092 -0.062 0.010 -0.337
H 7.312 9.636 14.788 -0.907 0.272 -0.229
H 11.305 12.299 8.945 -0.018 -0.472 -0.229
H 11.336 15.369 7.908 -0.046 -0.097 0.094
H 7.632 7.288 13.772 -0.322 0.283 -0.161
H 9.742 11.047 7.038 -0.299 -0.222 -0.816
H 14.626 7.875 13.332 0.294 0.555 -1.242
H 17.335 15.218 15.578 -0.029 0.331 -0.374
H 17.401 15.151 17.813 -0.069 0.285 -0.110
H 8.767 9.664 13.807 0.305 0.010 -0.953
H 12.207 15.691 16.782 0.287 0.247 0.435
H 15.912 9.422 13.315 -0.620 1.306 0.473
H 13.893 13.324 8.454 -0.763 1.245 0.094
H 15.354 12.862 15.389 0.056 0.271 0.093
H 9.474 6.077 14.297 -0.328 -2.981 0.252
H 10.064 7.841 11.250 0.389 0.197 -0.200
H 11.029 12.883 13.484 -1.088 0.872 1.130
H 13.134 11.223 9.967 0.655 -0.065 -1.674
H 13.054 9.179 8.621 1.885 1.705 -0.961
H 17.876 12.787 8.260 0.181 0.912 0.867
H 17.090 12.812 15.359 0.706 -0.415 0.124
H 14.646 6.756 14.625 -0.035 -0.719 -0.288
H 10.518 11.790 5.431 -0.696 -0.637 1.005
H 17.462 9.814 13.094 -0.173 0.992 -0.410
H 11.532 15.891 10.590 0.311 0.363 0.917
H 16.523 11.197 13.720 -0.560 -0.337 0.401
H 15.285 15.879 14.795 -0.650 0.474 -0.104
H 12.260 12.109 16.252 0.569 -0.389 0.867
H 12.734 16.135 15.207 0.084 0.160 -0.409
H 9.630 6.220 11.779 0.151 -0.720 -0.132
H 13.564 8.499 17.361 0.526 0.031 -0.210
H 9.190 12.380 15.032 -0.186 -0.079 -0.021
H 11.613 9.349 12.675 0.003 0.153 -0.194
H 15.120 12.099 8.703 -1.399 0.513 -0.309
H 12.528 14.345 12.411 -0.052 0.265 0.635
H 12.354 9.518 15.440 -0.104 0.105 0.078
H 6.529 7.330 15.780 2.023 -0.559 0.139
H 12.844 16.167 9.372 -0.294 -0.388 0.431
H 18.347 13.734 9.860 -0.604 -0.264 -0.557
H 9.105 13.000 10.005 0.105 -0.279 0.027
H 14.449 7.197 16.785 -0.013 -0.206 0.634
H 13.469 13.013 12.025 0.189 -0.568 0.247
H 15.370 8.996 11.026 0.532 0.613 -0.542
H 15.688 16.775 16.268 -0.890 -1.306 0.161
H 17.146 12.616 11.945 0.125 -0.256 -0.571
H 13.443 10.321 14.293 0.128 -0.126 0.727
H 13.407 17.077 16.534 -0.518 0.656 0.426
H 9.303 14.346 9.285 -0.574 -0.426 0.763
H 11.906 10.772 12.090 -0.170 -0.727 0.207
H 15.278 8.799 15.396 0.215 0.648 0.305
H 11.061 10.484 8.660 0.619 0.783 0.204
H 13.736 10.100 7.310 0.009 -0.887 0.785
```
Positions in Å, forces in eV/Å.

=====

Q: Look up the ΔE to the lowest compared entry with this formula, charge and spin of the third one.
A: 2.6214 eV